Computed, not measured: a structure of composition C27H97B4F3Hg2N2O14S in a non-equilibrium geometry, with ωB97M-V with the def2-TZVPD basis set.

The LUMO energy comes out at -0.66 eV. The molar mass comes out at 1207.56 u.

Atoms and positions in Å:
Hg: -1.64891 2.99159 -0.91234
Hg: 2.85348 1.43305 -2.75148
O: 2.33297 3.43997 0.85794
H: 2.55366 4.25072 0.39363
H: 2.68268 2.60561 0.53677
H: 1.38427 3.31322 0.93201
N: -1.14715 -0.22052 -4.06642
H: -1.51368 -1.05582 -4.50004
H: -0.24357 -0.52902 -3.73708
H: -1.59797 0.09513 -3.21952
H: -1.06923 0.58115 -4.67580
N: 0.95231 -0.03211 0.58956
H: 0.54064 -0.32723 -0.28425
H: 0.80599 -0.86443 1.14268
H: 0.33210 0.73296 0.81341
H: 1.91799 0.20009 0.40617
B: 0.65667 2.84435 -2.03307
H: 1.41458 2.92243 -2.79708
H: -0.20162 3.31724 -2.48470
H: 0.41667 1.83658 -1.73135
H: 0.99715 3.39533 -1.17010
B: 3.99303 3.86824 -3.13333
H: 4.28391 4.81756 -3.55574
H: 3.52036 3.21693 -3.85209
H: 4.86996 3.44143 -2.67174
H: 3.25175 4.05062 -2.37077
B: 1.47782 -0.62731 -2.60616
H: 1.22108 -1.58006 -3.04275
H: 2.54375 -0.70314 -2.45686
H: 1.29149 0.17501 -3.30315
H: 0.92776 -0.55902 -1.68042
B: -2.13320 0.75210 -1.49015
H: -1.37554 0.69685 -0.72390
H: -1.77877 1.31251 -2.34136
H: -2.37461 -0.24603 -1.82138
H: -3.00163 1.26270 -1.10368
C: -0.73004 7.84729 -0.88311
F: 0.33657 8.73947 -0.86733
F: -1.50863 8.06312 0.15818
F: -1.49510 7.83084 -2.01174
S: 0.03928 6.09342 -0.59337
O: 0.83360 6.24617 0.67250
O: -1.12907 5.16792 -0.58547
O: 0.89809 5.96408 -1.72982
C: 4.49355 0.51631 0.05710
O: 3.41334 1.31492 -0.44596
H: 4.02901 -0.25227 0.67483
H: 5.11267 0.05168 -0.71030
H: 5.14538 1.00146 0.78363
C: -0.75596 2.74736 2.33334
O: -0.27032 2.58372 1.00224
H: -0.90219 3.77942 2.65205
H: -1.64562 2.18944 2.62545
H: 0.08360 2.49304 2.98030
C: 3.12530 -4.08420 -2.76374
C: 3.26838 -4.10487 -1.22297
C: 4.53617 -3.24951 -0.92554
O: 2.13720 -3.24152 -0.80368
H: 3.92038 -4.65762 -3.24034
H: 3.08393 -3.04715 -3.09678
H: 2.16835 -4.49916 -3.08020
H: 3.16954 -5.09308 -0.77377
H: 4.46041 -2.25479 -1.36473
H: 5.42010 -3.72117 -1.35483
H: 4.58319 -3.09487 0.15241
H: 2.08830 -2.53294 -1.44953
C: 3.72294 1.71910 4.91500
C: 4.77281 0.68467 5.17802
C: 5.83758 0.44987 4.09594
O: 5.50001 0.77466 6.37114
H: 4.13968 2.71234 5.08204
H: 2.79914 1.63638 5.48758
H: 3.34344 1.68922 3.89364
H: 4.15000 -0.20678 5.25234
H: 5.46986 -0.28927 3.38421
H: 6.83439 0.11468 4.38249
H: 6.07904 1.39147 3.60279
H: 4.81567 0.77550 7.04440
C: 0.12146 -1.77998 -6.37431
C: -1.07000 -2.62923 -6.10619
C: -0.71336 -3.64460 -5.01078
O: -2.24084 -1.89768 -5.77425
H: 0.83351 -2.42413 -6.89021
H: 0.62184 -1.33055 -5.51656
H: -0.08846 -0.94797 -7.04647
H: -1.34673 -3.05086 -7.07249
H: -1.59402 -4.20786 -4.70212
H: -0.30343 -3.19750 -4.10516
H: 0.06124 -4.29530 -5.41660
H: -3.01100 -2.40247 -6.04561
C: -1.29342 -3.26051 -1.13466
C: -2.79895 -3.59753 -1.24318
C: -3.52102 -3.43183 0.06903
O: -3.33279 -2.57899 -2.00596
H: -0.80277 -3.87693 -0.38141
H: -1.02040 -2.24970 -0.83164
H: -0.65791 -3.65305 -1.92847
H: -2.94001 -4.64062 -1.52631
H: -3.01527 -4.15588 0.70783
H: -4.60680 -3.52685 0.05687
H: -3.14324 -2.45000 0.35434
H: -3.26460 -1.71540 -1.59225
C: 3.86594 -5.40807 2.47683
C: 2.38257 -5.00010 2.38066
C: 1.65174 -5.09749 3.69089
O: 2.14077 -3.65008 1.85471
H: 4.45323 -5.05990 1.62715
H: 3.98634 -6.48008 2.63308
H: 4.23112 -4.77731 3.28731
H: 1.78027 -5.49387 1.61808
H: 2.17867 -4.52610 4.45506
H: 1.69667 -6.10841 4.09600
H: 0.60513 -4.81514 3.57690
H: 2.33537 -3.67707 0.91503
C: -5.04655 5.13887 0.32652
C: -4.20687 4.26227 1.32107
C: -5.11708 3.48485 2.29845
O: -3.63438 3.41949 0.36731
H: -4.42936 5.63256 -0.42410
H: -5.63207 5.87973 0.87094
H: -5.80750 4.50088 -0.12295
H: -3.35737 4.77306 1.77444
H: -6.13602 3.36194 1.93135
H: -5.34225 4.12978 3.14784
H: -4.60454 2.62999 2.73959
H: -4.38142 2.87220 0.11434
C: -7.38991 0.17571 -0.57686
C: -6.41820 0.82262 0.43637
C: -5.27663 -0.17127 0.92854
O: -5.74364 1.70132 -0.35771
H: -8.05340 0.90798 -1.03693
H: -7.96735 -0.62903 -0.12183
H: -6.98598 -0.21321 -1.51157
H: -6.89106 1.31530 1.28593
H: -4.74476 -0.57606 0.06753
H: -5.74204 -0.94506 1.53907
H: -4.55464 0.31954 1.58117
H: -5.92452 1.35883 -1.23611
C: 0.36291 -0.17734 4.90753
C: -0.03129 -1.45286 4.19046
C: -1.48927 -1.64315 4.18125
O: 0.51132 -1.51565 2.84473
H: -0.05232 0.74023 4.49069
H: 1.44774 -0.08068 4.95113
H: 0.01962 -0.26998 5.93791
H: 0.38006 -2.24136 4.82065
H: -1.84119 -2.07680 5.11731
H: -1.69058 -2.42642 3.45045
H: -1.98620 -0.72968 3.85455
H: 1.06553 -2.29695 2.78126